{"formula": "C33H63NO10P", "method": "ωB97M-V with the def2-TZVPD basis set", "charge": 1, "e_lumo_ev": -2.952, "homo_lumo_gap_ev": 7.847, "symbols": ["P", "O", "O", "O", "O", "O", "O", "O", "O", "O", "O", "N", "C", "C", "C", "C", "C", "C", "C", "C", "C", "C", "C", "C", "C", "C", "C", "C", "C", "C", "C", "C", "C", "C", "C", "C", "C", "C", "C", "C", "C", "C", "C", "C", "C", "H", "H", "H", "H", "H", "H", "H", "H", "H", "H", "H", "H", "H", "H", "H", "H", "H", "H", "H", "H", "H", "H", "H", "H", "H", "H", "H", "H", "H", "H", "H", "H", "H", "H", "H", "H", "H", "H", "H", "H", "H", "H", "H", "H", "H", "H", "H", "H", "H", "H", "H", "H", "H", "H", "H", "H", "H", "H", "H", "H", "H", "H", "H"], "xyz": [[2.358, 2.188, -1.938], [-5.184, -3.514, 0.219], [-0.885, -1.364, -0.610], [2.818, 1.264, -3.072], [-3.505, 3.724, 3.135], [-1.009, -7.827, -0.325], [3.680, 3.076, 2.067], [2.237, 3.817, -2.372], [3.608, 2.116, -0.755], [8.218, 0.954, -3.389], [-0.616, 2.533, 0.607], [0.877, 1.564, -1.103], [4.915, 2.361, 2.233], [-0.568, 2.999, 2.001], [6.507, -0.666, -3.145], [5.179, 2.280, 3.723], [6.974, 1.640, -3.205], [-4.064, 4.723, 2.267], [3.776, 2.259, 4.291], [-4.390, 3.533, 4.249], [-3.948, -2.825, -0.012], [-2.844, -3.859, 0.092], [3.040, 3.191, 3.349], [-5.492, 4.949, 2.723], [-5.397, 4.665, 4.207], [1.216, 0.100, -0.807], [-0.315, 1.555, -2.021], [-3.315, 2.632, -1.286], [7.956, -0.448, -3.536], [-0.445, -10.110, -0.614], [-3.124, 3.901, -3.630], [-4.878, 2.792, -1.256], [-0.327, -9.767, 0.854], [0.973, -1.804, 0.927], [-0.255, -8.253, 0.819], [-0.826, 2.998, -2.503], [-3.543, -5.115, -0.377], [0.729, 2.410, 0.133], [5.874, 0.650, -3.538], [-2.429, 3.157, -2.431], [0.151, -0.637, 0.134], [-1.302, -8.974, -1.136], [-5.551, 3.492, -2.454], [-4.658, 4.022, -3.605], [-4.938, -4.927, 0.184], [6.430, -0.806, -2.061], [0.258, 3.803, 2.065], [2.244, -0.036, -0.338], [6.918, 1.957, -2.157], [-4.878, 2.561, 4.126], [1.070, -2.752, 0.298], [-5.208, 4.530, -4.479], [-4.003, 4.386, 1.230], [-3.579, -5.132, -1.472], [-2.538, -3.974, 1.138], [-2.368, -9.199, -1.026], [8.129, -0.714, -4.584], [0.534, -10.223, 1.345], [-1.101, -8.743, -2.184], [-3.814, 3.519, 5.177], [3.361, 1.248, 4.217], [-0.726, -1.215, -1.572], [0.544, -10.078, -1.084], [-6.351, 4.403, 4.666], [-6.156, 4.220, 2.248], [5.713, 2.878, 1.694], [-1.963, -3.601, -0.495], [1.180, 3.456, -0.022], [0.329, -2.044, 1.854], [4.787, 1.365, 1.797], [5.702, 3.180, 4.060], [-0.321, 3.867, -1.956], [-3.067, -6.036, -0.037], [-0.316, 0.008, 0.948], [-0.563, 3.129, -3.619], [5.779, 1.412, 4.002], [1.252, -0.441, -1.822], [-0.881, -11.093, -0.802], [-0.664, -7.792, 1.721], [8.649, -1.019, -2.914], [-5.860, 5.949, 2.490], [-5.704, -5.418, -0.421], [1.981, 2.942, 3.255], [3.489, 2.977, -0.262], [-4.997, 5.542, 4.727], [3.720, 2.577, 5.333], [-1.231, -10.085, 1.383], [4.939, 0.861, -3.017], [-3.991, -2.388, -1.016], [-1.222, 0.986, -1.631], [6.946, 2.528, -3.840], [-3.465, 5.634, 2.375], [3.126, 4.233, 3.673], [2.983, 3.970, -3.000], [6.059, -1.533, -3.634], [0.776, -7.907, 0.687], [-2.870, 2.075, -0.393], [-5.008, -5.305, 1.210], [-2.508, 4.327, -4.496], [-3.837, -2.017, 0.715], [5.676, 0.660, -4.615], [1.971, -1.418, 1.335], [-1.600, 3.407, 2.265], [-0.275, 2.080, 2.631], [-6.682, 3.578, -2.450], [0.021, 0.995, -2.976], [1.346, 1.889, 0.963], [-5.446, 2.380, -0.344]], "forces_ev_per_angstrom": [[5.655, -1.041, -2.998], [0.318, -0.047, -0.057], [1.110, 1.720, -0.404], [-2.484, 2.542, 3.086], [-0.207, 0.140, -0.039], [0.094, -0.243, 0.088], [-0.125, -0.080, -0.047], [-0.093, -2.909, 1.151], [-3.835, 1.822, -1.610], [-0.351, -0.075, 0.045], [1.470, -0.065, -0.668], [0.015, 0.305, -0.031], [0.226, -0.286, -0.297], [0.465, -0.047, 0.027], [-0.045, -0.281, 0.308], [0.372, 0.252, 0.116], [0.274, 0.071, 0.152], [0.262, 0.203, -0.151], [-0.282, -0.335, 0.146], [0.004, -0.392, 0.159], [-0.251, 0.148, -0.128], [0.330, 0.043, 0.240], [-0.106, 0.422, 0.097], [-0.299, -0.090, -0.324], [0.030, 0.265, 0.365], [-0.170, -2.048, 0.269], [-1.710, 0.489, -2.701], [-1.539, 1.168, -1.970], [0.303, -0.010, -0.220], [0.286, -0.180, -0.327], [-2.294, -1.670, 3.203], [2.484, 1.376, -3.145], [-0.176, -0.172, 0.407], [-0.837, 0.599, 0.776], [0.146, 0.304, -0.035], [-0.901, 0.411, -0.487], [-0.032, -0.337, -0.293], [-0.011, 0.573, 3.043], [-0.280, 0.174, -0.239], [-3.169, 0.550, -0.369], [1.164, -1.829, 0.452], [-0.331, 0.132, -0.086], [3.891, -0.853, 0.900], [0.992, -1.020, 1.841], [-0.216, -0.024, 0.230], [0.013, -0.037, -0.058], [-1.421, -1.089, 0.175], [-1.341, 0.823, -0.618], [-0.084, 0.072, 0.017], [-0.020, 0.020, 0.078], [0.018, 1.490, 0.792], [1.131, -0.870, 1.515], [0.078, -0.048, 0.064], [0.008, -0.043, 0.071], [0.018, 0.032, -0.056], [0.011, -0.065, -0.081], [-0.012, -0.099, 0.033], [-0.058, 0.058, -0.028], [-0.024, 0.101, 0.083], [0.057, -0.027, -0.124], [-0.001, 0.068, 0.058], [-0.302, -0.320, 1.073], [-0.085, -0.036, 0.001], [0.096, -0.010, -0.030], [0.033, 0.084, -0.007], [-0.136, 0.014, -0.034], [-0.101, -0.016, 0.075], [-0.625, -1.371, -0.097], [1.023, 0.117, -1.527], [0.094, -0.010, -0.001], [0.003, -0.101, -0.033], [-0.718, -1.286, -0.548], [-0.010, 0.062, -0.065], [0.460, -0.465, -1.457], [-0.266, -0.203, 1.824], [-0.053, 0.070, -0.064], [0.001, 0.940, 1.499], [0.016, 0.089, -0.002], [-0.022, 0.056, -0.107], [0.035, 0.130, -0.048], [0.056, -0.081, -0.002], [-0.033, 0.126, 0.059], [0.073, 0.020, -0.064], [0.676, -1.052, 0.201], [-0.057, -0.077, 0.002], [-0.024, -0.004, -0.105], [0.089, 0.020, 0.003], [0.245, -0.060, -0.130], [0.095, 0.077, -0.004], [1.613, 0.696, 0.249], [0.131, -0.029, 0.020], [-0.057, 0.046, -0.066], [-0.074, -0.043, 0.043], [-0.530, -0.158, 0.305], [0.061, 0.054, 0.021], [0.032, -0.030, 0.095], [-0.486, 0.971, -1.496], [-0.004, -0.093, -0.039], [-1.090, -0.754, 1.443], [-0.115, -0.018, -0.026], [-0.030, 0.024, 0.079], [-1.296, -0.636, -0.722], [1.526, -0.717, -0.278], [-0.495, 1.518, -0.621], [1.737, 0.030, -0.274], [-0.324, 0.801, 1.656], [-0.602, 0.802, -1.431], [0.919, 0.759, -1.769]]}